1.
# C5H11NO

A single C5H11NO molecule (ωB97M-V/def2-TZVPD, the Open Molecules 2025 dataset).

Structure (ORCA input):
```
! wB97M-V def2-TZVPD RIJCOSX def2/J DEFGRID3
* xyz 0 1
C -1.99 -0.94 -0.30
C -1.55 0.35 0.38
N -0.07 0.43 0.55
C 0.38 0.30 1.79
C 0.63 0.60 -0.57
C 2.10 0.39 -0.66
O 2.44 -0.38 -1.80
H -3.08 -0.92 -0.43
H -1.73 -1.81 0.32
H -1.53 -1.05 -1.28
H -1.84 1.23 -0.22
H -1.99 0.46 1.37
H 1.43 0.47 2.00
H -0.29 -0.04 2.56
H 0.07 0.86 -1.47
H 2.67 1.32 -0.76
H 2.45 -0.10 0.27
H 1.89 -1.17 -1.76
*
```

Results
- energy relative to the best compared isomer or geometry (same formula, charge and spin) (eV) = 3.192
- total energy (Ha) = -327.01405
- frontier orbital gap (Ha) = 0.283

***

2.
# C5H21FeN4O7

A molecular structure, C5H21FeN4O7 (ωB97M-V/def2-TZVPD, the Open Molecules 2025 dataset).

Structure (ORCA input):
```
! wB97M-V def2-TZVPD RIJCOSX def2/J DEFGRID3
* xyz 2 6
Fe -25.97 8.30 5.36
C -24.80 11.47 6.20
O -25.01 10.07 6.23
H -23.77 11.67 5.90
H -25.44 12.12 5.60
H -24.97 11.93 7.17
C -21.86 8.25 5.51
C -22.92 7.15 5.87
O -24.06 7.36 5.10
O -21.71 9.35 6.50
H -22.14 8.63 4.53
H -20.85 7.87 5.36
H -22.91 7.02 6.95
H -22.52 6.20 5.50
H -23.86 6.92 4.26
H -22.59 9.75 6.54
C -25.92 9.93 2.63
O -26.11 9.07 3.35
N -24.84 10.56 2.61
N -26.68 10.19 1.61
H -24.11 10.33 3.28
H -24.92 11.41 2.08
H -26.31 10.89 0.99
H -27.47 9.59 1.42
C -25.92 6.30 7.97
O -26.10 7.10 7.10
N -26.74 5.29 8.16
N -24.89 6.39 8.82
H -27.42 5.10 7.44
H -26.52 4.63 8.89
H -24.29 7.20 8.89
H -24.82 5.70 9.56
O -26.87 6.49 4.44
H -27.23 6.39 3.56
H -27.16 5.71 4.91
O -28.07 9.06 5.61
H -28.72 9.12 4.90
H -28.58 9.18 6.41
*
```

Results
- total energy (Ha) = -2211.95434
- frontier orbital gap (alpha / beta) (Ha) = 0.367 / 0.244

***

3.
# C18H20Br4Cl2N2O3SSiZr

A molecular structure, C18H20Br4Cl2N2O3SSiZr (ωB97M-V/def2-TZVPD, the Open Molecules 2025 dataset).

Structure (ORCA input):
```
! wB97M-V def2-TZVPD RIJCOSX def2/J DEFGRID3
* xyz 0 1
Zr 1.04 0.55 1.20
Cl 0.07 2.88 2.83
C 1.58 3.03 3.77
Cl 2.33 1.45 3.99
H 1.32 3.45 4.74
H 2.25 3.66 3.20
C -4.76 -0.33 -2.70
Si -2.92 -0.68 -2.85
C -2.61 -2.44 -2.34
C -2.37 -0.43 -4.63
C -2.05 0.68 -1.85
C -2.39 1.99 -2.14
C -1.81 3.07 -1.48
C -0.88 2.80 -0.51
N -0.53 1.55 -0.19
C -1.07 0.49 -0.85
S -0.38 -1.02 -0.35
H -5.33 -1.03 -3.31
H -5.01 0.68 -3.03
H -5.09 -0.44 -1.67
H -3.22 -3.10 -2.96
H -2.88 -2.61 -1.30
H -1.56 -2.72 -2.46
H -2.90 -1.12 -5.29
H -1.30 -0.62 -4.73
H -2.57 0.59 -4.97
H -3.14 2.19 -2.90
H -2.07 4.09 -1.72
H -0.38 3.59 0.05
Br 2.14 -5.44 4.67
C 1.42 -3.79 4.10
C 0.24 -3.31 4.65
Br -0.68 -4.29 5.97
C -0.28 -2.08 4.23
Br -1.88 -1.35 4.91
C 0.37 -1.35 3.25
O -0.03 -0.17 2.78
C 1.58 -1.84 2.70
O 2.14 -1.05 1.77
C 2.09 -3.05 3.12
Br 3.69 -3.63 2.32
C 4.05 2.31 -1.06
C 2.96 1.76 -0.20
N 2.44 2.18 0.85
H 4.75 1.53 -1.38
H 4.58 3.07 -0.50
H 3.61 2.75 -1.96
C 3.14 -0.54 -1.18
O 2.33 0.56 -0.74
H 3.93 -0.75 -0.46
H 3.58 -0.31 -2.16
H 2.49 -1.40 -1.26
*
```

Results
- energy relative to the best compared isomer or geometry (same formula, charge and spin) (eV) = 1.375
- total energy (Ha) = -12984.50636
- frontier orbital gap (Ha) = 0.283

***

4.
# CH6N2S

A single CH6N2S molecule (ωB97M-V/def2-TZVPD, the Open Molecules 2025 dataset).

Structure (ORCA input):
```
! wB97M-V def2-TZVPD RIJCOSX def2/J DEFGRID3
* xyz 0 1
N -0.22 -0.20 1.66
N -0.37 0.45 0.34
C 0.58 -0.13 -0.56
S 0.33 0.64 -2.18
H -1.06 0.02 2.26
H 0.37 0.38 2.13
H -1.32 0.31 -0.02
H 1.68 -0.06 -0.35
H 0.60 -1.19 -0.76
H -0.59 -0.22 -2.52
*
```

Results
- energy relative to the best compared isomer or geometry (same formula, charge and spin) (eV) = 1.735
- total energy (Ha) = -549.32345
- SMILES = NNCS
- frontier orbital gap (Ha) = 0.359

***

5.
# C43H45N2O23

6 unconnected molecules or ions with the total composition C43H45N2O23 (ωB97M-V/def2-TZVPD, the Open Molecules 2025 dataset).

Structure (ORCA input):
```
! wB97M-V def2-TZVPD RIJCOSX def2/J DEFGRID3
* xyz 1 1
C 7.90 3.37 -1.11
C 6.44 3.26 -1.53
O 6.11 3.53 -2.68
N 5.54 2.82 -0.57
C 4.14 3.17 -0.86
C 3.30 3.26 0.42
C 2.15 2.22 0.40
C 0.73 2.81 0.61
C -0.21 2.37 -0.54
C -0.44 0.84 -0.35
O -1.79 0.49 -0.15
C -2.49 0.94 -1.29
C -2.50 2.48 -1.39
N -1.52 3.15 -0.48
C -1.23 4.50 -1.01
C -2.31 5.55 -0.62
C -3.43 5.09 0.25
O -3.57 5.36 -1.17
H 8.09 2.75 -0.24
H 8.14 4.41 -0.88
H 8.49 3.04 -1.96
H 5.83 3.11 0.35
H 4.08 4.12 -1.40
H 3.77 2.40 -1.54
H 3.91 3.03 1.29
H 2.89 4.26 0.57
H 2.31 1.47 1.17
H 2.12 1.70 -0.55
H 0.71 3.89 0.79
H 0.31 2.35 1.51
H 0.34 2.60 -1.46
H 0.09 0.50 0.54
H -0.01 0.28 -1.19
H -1.94 0.56 -2.16
H -3.49 0.51 -1.37
H -3.51 2.83 -1.21
H -2.29 2.73 -2.42
H -1.76 3.11 0.51
H -1.19 4.54 -2.10
H -0.34 4.97 -0.60
H -1.94 6.55 -0.46
H -3.56 4.05 0.50
H -3.99 5.90 0.71
C 4.83 -2.70 -0.27
C 4.98 -1.39 -0.02
C 4.40 -0.75 1.21
O 4.58 0.44 1.36
C 3.65 -1.58 2.14
C 3.50 -2.89 1.89
C 4.10 -3.54 0.67
O 3.93 -4.73 0.51
O 2.84 -3.71 2.69
O 5.63 -0.57 -0.84
H 5.24 -3.17 -1.15
H 3.23 -1.10 3.01
H 2.89 -4.59 2.26
H 5.59 0.32 -0.43
C -1.48 -6.51 2.53
C -0.18 -6.34 2.27
C 0.89 -6.94 3.14
O 2.06 -6.77 2.83
C 0.48 -7.70 4.31
C -0.83 -7.86 4.58
C -1.89 -7.28 3.69
O -3.06 -7.49 3.98
O -1.26 -8.54 5.63
O 0.25 -5.62 1.23
H -2.25 -6.08 1.92
H 1.25 -8.11 4.94
H -2.23 -8.51 5.59
H 1.22 -5.66 1.27
C -7.39 -6.28 -0.14
C -6.27 -5.76 0.37
C -4.92 -6.34 0.05
O -3.93 -5.80 0.53
C -4.85 -7.51 -0.81
C -5.98 -8.04 -1.31
C -7.33 -7.44 -1.01
O -8.31 -7.96 -1.52
O -5.98 -9.10 -2.10
O -6.26 -4.71 1.18
H -8.37 -5.87 0.08
H -3.88 -7.93 -1.02
H -6.92 -9.27 -2.32
H -5.33 -4.54 1.39
C 0.14 -4.08 -4.59
C 0.17 -2.75 -4.44
C 0.23 -2.10 -3.09
O 0.27 -0.88 -3.03
C 0.23 -2.95 -1.92
C 0.20 -4.29 -2.06
C 0.17 -4.94 -3.41
O 0.16 -6.16 -3.47
O 0.20 -5.10 -1.01
O 0.15 -1.92 -5.48
H 0.10 -4.56 -5.56
H 0.26 -2.48 -0.95
H 0.17 -6.01 -1.36
H 0.18 -1.02 -5.11
C 0.11 9.31 1.08
C 0.45 10.61 1.00
C -0.59 11.70 0.99
O -0.22 12.85 0.93
C -1.99 11.30 1.03
C -2.32 10.01 1.11
C -1.28 8.93 1.15
O -1.65 7.76 1.24
O -3.59 9.60 1.16
O 1.71 11.01 0.93
H 0.85 8.52 1.10
H -2.73 12.09 1.01
H -3.55 8.63 1.22
H 1.67 11.99 0.89
*
```

Results
- energy relative to the best compared isomer or geometry (same formula, charge and spin) (eV) = 0.444
- total energy (Ha) = -3505.24444
- frontier orbital gap (Ha) = 0.271

***

6.
# C3H6O2Si

A molecular structure, C3H6O2Si (ωB97M-V/def2-TZVPD, the Open Molecules 2025 dataset).

Structure (ORCA input):
```
! wB97M-V def2-TZVPD RIJCOSX def2/J DEFGRID3
* xyz 0 1
C 0.02 -0.49 2.62
C -0.35 -0.48 1.41
C 0.20 1.01 -2.08
O 1.97 2.04 0.16
O 2.55 0.70 -0.15
Si 0.94 0.84 -0.27
H -0.28 -1.05 3.52
H 0.98 -0.03 3.02
H -1.13 -1.13 0.84
H -0.60 1.74 -2.19
H 1.07 1.53 -2.76
H -0.13 0.04 -2.64
*
```

Results
- energy relative to the best compared isomer or geometry (same formula, charge and spin) (eV) = 5.499
- total energy (Ha) = -557.70656
- frontier orbital gap (Ha) = 0.358

***

7.
# C17H20N4OS

A single C17H20N4OS molecule (ωB97M-V/def2-TZVPD, the Open Molecules 2025 dataset).

Structure (ORCA input):
```
! wB97M-V def2-TZVPD RIJCOSX def2/J DEFGRID3
* xyz 0 1
C 2.87 2.76 0.60
O 2.18 1.95 -0.23
C 2.56 0.55 -0.45
C 3.80 -0.01 -0.25
C 4.11 -1.23 -0.32
C 3.20 -2.14 -0.80
C 1.98 -1.59 -1.42
C 1.54 -0.29 -1.12
N 0.37 0.17 -1.28
C -0.90 -0.14 -1.61
S -0.97 -1.71 -2.09
N -2.05 0.58 -1.73
C -3.23 -0.27 -1.53
C -3.70 0.18 -0.09
N -2.62 0.53 0.96
C -1.59 -0.56 1.28
C -2.04 -1.67 1.45
C -0.99 -2.64 1.62
C 0.28 -2.10 2.19
C 0.60 -0.67 1.94
N -0.47 0.02 1.68
C -2.01 1.66 0.41
C -1.99 1.81 -1.02
H 3.23 2.36 1.50
H 3.60 3.07 0.21
H 2.12 3.62 0.65
H 4.56 0.76 0.53
H 5.05 -1.33 -0.02
H 3.57 -2.98 -1.17
H 1.32 -2.28 -1.49
H 0.32 1.17 -1.08
H -3.94 0.43 -2.10
H -3.22 -1.23 -1.61
H -4.17 -0.63 0.49
H -4.41 0.91 0.05
H -2.89 -2.03 1.06
H -1.20 -3.65 1.91
H 1.10 -2.63 2.15
H 1.52 -0.30 2.27
H -1.01 2.13 0.86
H -2.73 2.61 0.63
H -2.75 2.31 -1.50
H -1.02 2.50 -1.53
*
```

Results
- energy relative to the best compared isomer or geometry (same formula, charge and spin) (eV) = 14.262
- total energy (Ha) = -1351.76729
- SMILES = COc1ccccc1NC(=S)N1CCN(c2ccccn2)CC1
- frontier orbital gap (Ha) = 0.302

***

8.
# H14O7

7 unconnected molecules or ions with the total composition H14O7 (ωB97M-V/def2-TZVPD, the Open Molecules 2025 dataset).

Structure (ORCA input):
```
! wB97M-V def2-TZVPD RIJCOSX def2/J DEFGRID3
* xyz 0 1
O 1.87 -4.19 -0.78
H 1.81 -4.23 -1.74
H 0.99 -4.43 -0.48
O 3.44 -0.95 0.15
H 4.27 -1.01 0.62
H 3.14 -1.86 0.08
O 1.34 0.79 -4.69
H 1.97 0.07 -4.62
H 0.73 0.64 -3.97
O -0.32 0.85 4.87
H -0.53 1.78 4.81
H -1.12 0.41 4.57
O -3.61 0.71 2.43
H -4.42 0.41 2.84
H -3.71 1.66 2.35
O -2.33 3.17 -2.03
H -1.87 2.44 -1.62
H -1.64 3.69 -2.45
O -0.13 0.22 -0.42
H -0.63 -0.03 0.36
H 0.74 -0.15 -0.28
*
```

Results
- energy relative to the best compared isomer or geometry (same formula, charge and spin) (eV) = 1.966
- total energy (Ha) = -535.05160
- SMILES = O.O.O.O.O.O.O
- frontier orbital gap (Ha) = 0.425

***

- The highest total energy belongs to which entry?
  C5H11NO

***

- Which formula does entry 1 have?
  C5H11NO